Computed, not measured: a molecular structure, C46H90CuF3N5O8S at a distorted geometry, with ωB97M-V/def2-TZVPD.

```
! RIJCOSX wB97M-V def2-TZVPD def2/J DEFGRID3
* xyz 1 7
Cu -3.57 -0.27 1.24
C 0.66 0.26 1.79
F 0.94 1.05 2.84
F 1.60 0.45 0.90
F 0.50 -1.02 2.15
S -0.97 0.98 1.10
O -0.72 2.32 0.55
O -1.41 -0.02 0.06
O -1.99 0.87 2.13
C -7.64 2.72 1.05
C -6.63 2.96 -0.16
C -7.16 4.23 -0.86
C -6.32 4.58 -2.05
C -4.94 4.78 -1.56
C -4.25 3.75 -0.63
N -5.19 3.10 0.31
O -4.63 1.94 1.06
C -3.68 2.68 -1.69
C -3.18 4.41 0.21
C -6.85 1.74 -1.03
H -7.46 3.46 1.84
H -7.50 1.71 1.45
H -8.69 2.62 0.78
H -8.16 4.01 -1.25
H -7.20 5.05 -0.15
H -6.83 5.38 -2.59
H -6.26 3.93 -2.93
H -4.90 5.76 -1.07
H -4.24 4.88 -2.39
H -3.45 1.65 -1.40
H -4.33 2.53 -2.55
H -2.73 3.11 -2.00
H -2.90 3.79 1.07
H -2.26 4.56 -0.35
H -3.60 5.32 0.61
H -6.28 1.77 -1.95
H -7.87 1.79 -1.41
H -6.71 0.79 -0.51
C -1.29 -0.03 -4.81
C 0.08 0.18 -4.05
C 0.08 -1.00 -2.97
C 0.78 -2.19 -3.50
C 2.19 -1.73 -4.05
C 2.06 -0.84 -5.30
N 1.27 0.32 -4.93
O 1.29 1.38 -5.93
C 3.51 -0.40 -5.71
C 1.47 -1.76 -6.38
C -0.06 1.47 -3.16
H -1.24 0.50 -5.76
H -2.03 0.34 -4.09
H -1.53 -1.04 -5.13
H 0.54 -0.68 -2.04
H -0.92 -1.38 -2.77
H 0.15 -2.69 -4.24
H 0.85 -2.98 -2.76
H 2.84 -2.59 -4.21
H 2.70 -1.09 -3.34
H 3.82 0.25 -4.89
H 4.23 -1.21 -5.61
H 3.48 0.17 -6.64
H 1.73 -1.37 -7.36
H 1.86 -2.77 -6.34
H 0.41 -1.81 -6.11
H -0.84 1.42 -2.39
H -0.18 2.40 -3.72
H 0.83 1.72 -2.57
C 4.97 -5.11 4.45
C 4.15 -3.94 5.06
C 5.10 -3.34 6.15
C 4.79 -1.88 6.62
C 4.52 -1.01 5.42
C 3.50 -1.56 4.30
N 3.92 -2.95 3.93
O 3.17 -3.53 2.78
C 2.06 -1.36 4.94
C 3.79 -0.55 3.13
C 2.91 -4.46 5.79
H 4.44 -5.71 3.71
H 5.26 -5.80 5.24
H 5.83 -4.74 3.88
H 5.15 -3.91 7.08
H 6.11 -3.41 5.77
H 5.61 -1.46 7.20
H 3.96 -1.80 7.32
H 5.48 -0.82 4.93
H 3.98 -0.17 5.85
H 1.43 -1.81 4.17
H 2.02 -1.76 5.95
H 1.83 -0.31 5.12
H 3.11 -0.62 2.28
H 3.57 0.47 3.46
H 4.80 -0.63 2.74
H 2.57 -3.81 6.60
H 3.09 -5.46 6.18
H 2.10 -4.60 5.07
C -0.41 -4.51 2.63
C -1.38 -4.39 1.48
C -1.30 -5.69 0.68
C -2.02 -6.90 1.36
C -3.54 -6.48 1.48
C -3.75 -5.12 2.23
N -2.73 -4.11 1.86
O -2.95 -2.76 2.39
C -5.16 -4.52 1.99
C -3.76 -5.44 3.73
C -0.79 -3.41 0.44
H 0.66 -4.40 2.46
H -0.54 -5.44 3.19
H -0.49 -3.65 3.30
H -1.83 -5.56 -0.26
H -0.25 -5.94 0.53
H -1.55 -7.24 2.28
H -1.96 -7.69 0.61
H -4.04 -7.25 2.07
H -3.84 -6.43 0.43
H -5.24 -3.95 1.06
H -5.88 -5.34 1.99
H -5.33 -3.72 2.70
H -2.80 -5.91 3.97
H -3.93 -4.54 4.32
H -4.58 -6.06 4.09
H -1.31 -3.44 -0.52
H 0.29 -3.42 0.25
H -0.87 -2.38 0.80
C 1.42 4.42 -0.93
C 2.92 4.18 -0.95
C 3.20 2.94 -1.81
C 3.09 3.21 -3.23
C 4.16 4.24 -3.60
C 4.01 5.53 -2.86
N 3.84 5.28 -1.38
O 3.75 6.48 -0.58
C 5.34 6.27 -3.19
C 2.92 6.53 -3.50
C 3.18 3.73 0.58
H 1.23 5.48 -0.75
H 0.82 3.87 -0.21
H 0.90 4.30 -1.88
H 4.20 2.55 -1.60
H 2.57 2.10 -1.53
H 2.06 3.53 -3.41
H 3.20 2.26 -3.74
H 4.01 4.28 -4.68
H 5.13 3.73 -3.54
H 5.54 6.29 -4.26
H 5.42 7.31 -2.90
H 6.22 5.86 -2.69
H 1.94 6.16 -3.18
H 2.94 7.47 -2.95
H 3.05 6.62 -4.58
H 4.26 3.66 0.71
H 2.69 2.78 0.80
H 2.77 4.46 1.27
*
```

The frontier orbital gap (alpha / beta) is 8.67 / 3.83 eV. As for the expectation value of S²: 12.030. Its HOMO energy (alpha / beta) is -10.65 / -11.20 eV. The total energy comes out at -136595.5910 eV.

Mulliken atomic charge list, values in e, 8 entries:
1 Cu 0.700
2 C -0.160
3 F -0.252
4 F -0.048
5 F -0.011
6 S 1.619
7 O -0.322
8 O -0.542